# C48H84F5N4O9P3

A cluster of 5 separate species, C48H84F5N4O9P3 in total (ωB97M-V/def2-TZVPD, the Open Molecules 2025 dataset).

```
! RIJCOSX wB97M-V def2-TZVPD def2/J DEFGRID3
* xyz -2 5
C 4.2366 1.8661 0.1385
C 4.5008 0.7409 -0.2778
C 4.9190 -0.6881 -0.6528
P 5.2541 -2.0097 0.6660
P 7.2539 -1.1236 1.2498
O 7.5345 0.2307 0.5871
C 6.1128 -3.0622 -0.7210
O 5.7167 -3.0735 -1.9271
O 7.1570 -3.9056 -0.4182
P 5.7179 -3.7234 2.0212
O 7.3343 -3.7469 2.5802
O 5.1896 -5.2298 1.3950
C 4.3088 -1.0828 2.1132
F 5.0080 0.0524 2.6379
F 4.3415 -1.9625 3.2677
C 2.7687 -0.8533 1.9432
C 2.2414 0.4753 2.4747
C 0.7692 0.8221 2.4195
C -0.2418 -0.1130 1.8234
C 0.2804 -1.4180 1.2789
C -0.6857 -2.4651 0.5921
F -1.9553 -2.4973 1.1524
F -0.8173 -2.1077 -0.7734
F -0.0979 -3.7407 0.5644
C 1.7514 -1.7657 1.3730
H 4.0844 2.9779 0.1361
H 5.8559 -0.5903 -1.2959
H 4.1309 -1.1047 -1.3657
H 4.0249 -2.7067 0.2525
H 7.3983 -1.0589 2.6915
H 8.3374 -1.9874 0.8409
H 7.2585 -3.9243 3.5368
H 4.5912 -5.0366 0.6357
H 2.9126 1.2411 2.9569
H 0.3912 1.7906 2.8443
H -1.3479 0.1186 1.7755
H 2.0751 -2.7644 0.9834
C 12.6559 -4.4117 -5.0103
C 11.8171 -3.1722 -4.5936
C 12.1104 -2.8019 -3.1262
C 11.4801 -3.7533 -2.1143
C 9.9870 -3.9149 -2.3821
C 9.6780 -4.3220 -3.8290
N 10.3695 -3.4497 -4.8336
O 9.7293 -2.2748 -4.8630
C 10.0832 -5.8002 -4.0505
C 8.1510 -4.3465 -4.0087
C 12.3594 -2.0307 -5.4827
H 13.5523 -4.1301 -5.5704
H 13.0018 -4.9935 -4.1530
H 12.0993 -5.0753 -5.6758
H 11.7411 -1.7907 -2.9202
H 13.1933 -2.7670 -2.9582
H 11.9804 -4.7279 -2.1368
H 11.6305 -3.3620 -1.1035
H 9.5803 -4.6528 -1.6853
H 9.4855 -2.9708 -2.1439
H 9.9457 -6.0912 -5.0966
H 9.4610 -6.4635 -3.4469
H 11.1130 -6.0192 -3.7670
H 7.6961 -3.3855 -3.7551
H 7.6947 -5.0797 -3.3396
H 7.8719 -4.6044 -5.0322
H 12.1724 -2.2345 -6.5413
H 13.4396 -1.9193 -5.3476
H 11.9225 -1.0603 -5.2367
C -6.7269 -3.8286 2.3392
C -5.8873 -3.4036 3.5754
C -4.4024 -3.7568 3.3545
C -4.1025 -5.2463 3.4753
C -4.6375 -5.8006 4.7923
C -6.1262 -5.4893 5.0127
N -6.4518 -4.0458 4.8021
O -5.9975 -3.3706 5.8650
C -6.9727 -6.3692 4.0615
C -6.5382 -5.9813 6.4172
C -6.0041 -1.8633 3.6015
H -6.9310 -2.9859 1.6743
H -6.2263 -4.5839 1.7295
H -7.7093 -4.2116 2.6254
H -3.7822 -3.2231 4.0837
H -4.0770 -3.4064 2.3704
H -4.5278 -5.7943 2.6287
H -3.0217 -5.4063 3.4236
H -4.4681 -6.8820 4.8179
H -4.0408 -5.3833 5.6119
H -8.0338 -6.1141 4.1335
H -6.8766 -7.4248 4.3251
H -6.6735 -6.2959 3.0172
H -5.9273 -5.5336 7.2069
H -6.3975 -7.0626 6.5027
H -7.5853 -5.7603 6.6231
H -7.0398 -1.5506 3.7630
H -5.6688 -1.4377 2.6519
H -5.3821 -1.4056 4.3738
C -2.1220 6.8151 1.8767
C -1.1771 5.5976 1.6784
C 0.1721 6.0629 1.0930
C 0.1023 6.4394 -0.3826
C -0.5227 5.3124 -1.1984
C -1.8852 4.8602 -0.6502
N -1.8535 4.5810 0.8179
O -1.2238 3.4134 0.9919
C -2.9421 5.9472 -0.9614
C -2.3727 3.6430 -1.4655
C -0.9137 5.0835 3.1114
H -2.1290 7.1628 2.9129
H -1.8342 7.6753 1.2680
H -3.1613 6.5653 1.6518
H 0.9191 5.2693 1.2084
H 0.5514 6.9178 1.6628
H -0.4625 7.3678 -0.5168
H 1.1104 6.6447 -0.7554
H -0.6218 5.6389 -2.2386
H 0.1756 4.4675 -1.2139
H -3.9069 5.6945 -0.5129
H -3.1020 6.0345 -2.0382
H -2.6579 6.9428 -0.6228
H -1.6534 2.8185 -1.4464
H -2.4980 3.9104 -2.5186
H -3.3295 3.2757 -1.0948
H -1.8377 4.7310 3.5781
H -0.5052 5.8827 3.7363
H -0.1821 4.2731 3.1414
C -8.4979 2.7037 -1.5839
C -7.9950 4.0384 -0.9683
C -9.1490 4.7519 -0.2342
C -10.1665 5.3936 -1.1709
C -9.4722 6.3040 -2.1787
C -8.3419 5.5984 -2.9444
N -7.3921 4.8824 -2.0422
O -6.6226 5.8074 -1.4517
C -8.9610 4.6062 -3.9584
C -7.6269 6.6301 -3.8437
C -6.9622 3.6012 0.0950
H -8.2403 1.8438 -0.9615
H -9.5833 2.6782 -1.7055
H -8.0372 2.5031 -2.5534
H -8.7449 5.5338 0.4193
H -9.6649 4.0465 0.4251
H -10.7515 4.6264 -1.6876
H -10.8854 5.9762 -0.5863
H -10.2184 6.6946 -2.8782
H -9.0767 7.1755 -1.6434
H -8.1832 4.0270 -4.4630
H -9.5167 5.1415 -4.7314
H -9.6696 3.9106 -3.5118
H -7.2373 7.4770 -3.2706
H -8.3234 7.0535 -4.5730
H -6.8021 6.1744 -4.3904
H -6.1125 3.0931 -0.3686
H -7.4171 2.9103 0.8100
H -6.5823 4.4388 0.6844
*
```

For the orbital gap (alpha / beta), the calculation gives 2.53 / 1.86 eV. As for the expectation value of S²: 6.017.


# C48H84N12

A cluster of 12 separate species, C48H84N12 in total (ωB97M-V/def2-TZVPD, the Open Molecules 2025 dataset).

```
! RIJCOSX wB97M-V def2-TZVPD def2/J DEFGRID3
* xyz 0 1
C -10.2283 2.9904 6.5365
C -9.9991 1.7364 5.7185
C -9.1651 1.8831 4.4549
C -9.4727 0.7861 3.4678
N -9.8311 -0.0269 2.6685
H -10.6928 3.8107 5.9893
H -9.2980 3.3778 6.9520
H -10.9891 2.6646 7.2458
H -10.9569 1.2971 5.4395
H -9.5597 0.9596 6.3444
H -8.1150 1.7898 4.7316
H -9.4103 2.9069 4.1723
C -10.6225 -7.8088 -4.7165
C -10.5844 -6.9281 -3.4221
C -10.5551 -5.3993 -3.8008
C -9.2652 -4.7547 -4.1758
N -8.1636 -4.3533 -4.4377
H -11.1914 -7.3354 -5.5168
H -10.8013 -8.8657 -4.5187
H -9.6170 -7.6763 -5.1159
H -9.7572 -7.1445 -2.7461
H -11.4982 -7.1872 -2.8874
H -10.7970 -4.8062 -2.9189
H -11.2283 -5.2074 -4.6363
C -12.6160 -3.8540 7.4623
C -11.8994 -4.8394 6.3817
C -11.3713 -4.1895 5.1124
C -10.6470 -2.8468 5.3632
N -10.1519 -1.8076 5.5535
H -13.5405 -3.3823 7.1293
H -11.9284 -3.0398 7.6913
H -12.8242 -4.3017 8.4340
H -12.6178 -5.6148 6.1157
H -11.0737 -5.3829 6.8410
H -12.1584 -4.1120 4.3624
H -10.5419 -4.7904 4.7394
C -16.2153 -5.0909 0.4604
C -16.2111 -4.1152 -0.6878
C -16.1597 -4.8267 -2.1297
C -15.1851 -5.8617 -2.2912
N -14.3727 -6.6943 -2.4350
H -17.1457 -5.6503 0.3635
H -16.1597 -4.5092 1.3806
H -15.5082 -5.9205 0.4591
H -15.5099 -3.2849 -0.6037
H -17.1299 -3.5316 -0.6295
H -15.9871 -4.1178 -2.9395
H -17.0844 -5.3834 -2.2817
C -14.4045 -5.0004 -6.4785
C -14.5707 -3.4896 -6.4684
C -15.9940 -3.0076 -6.7991
C -17.0849 -3.7996 -6.3379
N -17.9896 -4.4624 -6.0729
H -15.1031 -5.3421 -5.7148
H -13.4037 -5.2832 -6.1521
H -14.5356 -5.4155 -7.4778
H -13.9382 -2.9914 -7.2032
H -14.1424 -3.2266 -5.5012
H -16.1463 -2.9857 -7.8782
H -16.0826 -2.0324 -6.3202
C -9.8689 2.1821 -1.0298
C -8.6698 2.4171 -0.0208
C -7.8998 1.0710 0.1493
C -7.1605 0.7987 -1.0701
N -6.5324 0.5269 -2.0311
H -9.9572 2.8297 -1.9021
H -10.8401 2.1217 -0.5387
H -9.6497 1.2761 -1.5947
H -9.0290 2.8986 0.8888
H -7.9242 3.1011 -0.4261
H -8.5289 0.2009 0.3368
H -7.1388 1.1339 0.9272
C -11.6448 -1.3793 0.4900
C -12.6666 -2.4991 0.7177
C -12.4069 -3.7249 -0.2185
C -12.9703 -3.6282 -1.6154
N -13.3496 -3.4791 -2.6851
H -11.5695 -0.9831 -0.5226
H -10.6567 -1.7663 0.7390
H -12.0445 -0.5885 1.1248
H -13.7172 -2.2386 0.5889
H -12.5115 -2.8127 1.7500
H -12.7794 -4.6943 0.1126
H -11.3302 -3.8801 -0.2876
C -10.4642 -1.4614 -3.3198
C -11.2219 -1.6509 -4.6642
C -12.3523 -0.6188 -4.6294
C -11.9743 0.7304 -4.2744
N -11.6372 1.8493 -4.1305
H -11.0901 -0.9473 -2.5904
H -9.5060 -0.9628 -3.4653
H -10.1868 -2.4512 -2.9573
H -11.5279 -2.6962 -4.7090
H -10.5999 -1.4012 -5.5238
H -13.0873 -0.8937 -3.8730
H -12.7654 -0.5019 -5.6313
C -5.2813 -6.3830 -1.5151
C -6.2390 -5.3854 -0.9513
C -7.7243 -5.6841 -1.2421
C -8.4980 -4.4498 -1.0679
N -9.0073 -3.4582 -0.8814
H -5.3132 -7.2360 -0.8373
H -4.2636 -5.9962 -1.5680
H -5.6309 -6.7058 -2.4958
H -5.9489 -4.4067 -1.3338
H -6.0515 -5.2622 0.1154
H -8.3074 -6.3518 -0.6078
H -7.9443 -6.0163 -2.2567
C -13.2450 1.6607 3.4143
C -14.0264 1.0743 4.6200
C -14.7598 -0.2578 4.2109
C -15.3503 -1.0361 5.2699
N -15.7327 -1.6343 6.1870
H -13.0143 2.6461 3.8191
H -13.8034 1.6958 2.4788
H -12.3217 1.1378 3.1648
H -14.7393 1.7587 5.0799
H -13.3870 0.7782 5.4517
H -14.3706 -0.9048 3.4248
H -15.6018 0.0450 3.5884
C -16.8786 0.3603 -2.8438
C -17.4820 -0.3142 -1.6770
C -16.5496 -0.0482 -0.3952
C -16.9685 -0.6452 0.8653
N -17.3027 -1.1926 1.8219
H -16.7288 -0.3360 -3.6689
H -15.8604 0.7486 -2.8173
H -17.4888 1.1561 -3.2708
H -17.6424 -1.3915 -1.7203
H -18.4924 0.0938 -1.6492
H -16.4271 1.0186 -0.2081
H -15.5891 -0.5309 -0.5757
C -9.7303 -8.0711 2.3100
C -10.8097 -7.5955 1.2811
C -12.2880 -8.0390 1.6102
C -12.7487 -7.2280 2.7070
N -13.2596 -6.5738 3.4930
H -8.6773 -7.9546 2.0536
H -9.8647 -9.1197 2.5755
H -9.8730 -7.5111 3.2343
H -10.4776 -8.0682 0.3567
H -10.8038 -6.5065 1.2345
H -12.5091 -9.0901 1.7956
H -13.0629 -7.8204 0.8755
*
```

The SMILES is CCCC#N.CCCC#N.CCCC#N.CCCC#N.CCCC#N.CCCC#N.CCCC#N.CCCC#N.CCCC#N.CCCC#N.CCCC#N.CCCC#N. For the orbital gap, the calculation gives 11.21 eV.


# C48H87BFN7P3SiV

A structure of composition C48H87BFN7P3SiV (ωB97M-V/def2-TZVPD, the Open Molecules 2025 dataset).

```
! RIJCOSX wB97M-V def2-TZVPD def2/J DEFGRID3
* xyz 1 2
V -0.2150 -0.5992 1.2856
C 1.0109 3.6983 -0.9760
C -0.3110 3.9660 -1.7377
C -0.0273 3.9760 -3.2463
C -0.8217 5.3445 -1.3085
P -1.4072 2.4869 -1.3742
C -1.9395 2.8657 0.3601
N -0.8464 2.6649 1.3131
B -0.0782 1.4734 1.6012
N 0.8497 1.8938 2.6364
C 1.7712 1.0904 3.4000
P 1.8892 -0.5734 2.6146
C 3.4703 -0.4250 1.6270
C 3.6738 -1.6790 0.7714
C 3.2752 0.7754 0.6773
C 4.7108 -0.1973 2.4893
C 2.0400 -1.7080 4.0832
C 2.3513 -3.1347 3.6047
C 3.0831 -1.2623 5.1129
C 0.6601 -1.6957 4.7690
C 0.6174 3.2289 2.9696
C 1.2196 4.0294 3.9267
C 0.7635 5.3368 4.0667
C -0.2775 5.8122 3.2710
C -0.8885 5.0007 2.3167
C -0.4298 3.6979 2.1669
C -3.0488 2.6459 -2.2771
C -3.6961 4.0288 -2.3285
C -2.8152 2.1351 -3.7065
C -4.0166 1.6643 -1.5797
H 1.8214 4.2868 -1.4258
H 1.3032 2.6440 -0.9991
H 0.9326 3.9897 0.0746
H 0.8116 4.6510 -3.4532
H -0.8886 4.3404 -3.8151
H 0.2363 2.9811 -3.6265
H -0.1096 6.1073 -1.6477
H -0.8858 5.4338 -0.2208
H -1.7922 5.5919 -1.7366
H -2.7753 2.2143 0.5958
H -2.2933 3.8896 0.4420
H 1.4329 0.9838 4.4320
H 2.7543 1.5576 3.4370
H 2.8260 -1.8540 0.1124
H 3.8320 -2.5742 1.3720
H 4.5657 -1.5391 0.1493
H 2.3665 0.6823 0.0815
H 4.1317 0.8080 -0.0039
H 3.2383 1.7304 1.2084
H 5.0500 -1.1210 2.9591
H 4.5746 0.5566 3.2672
H 5.5161 0.1504 1.8352
H 3.3792 -3.2288 3.2518
H 1.6744 -3.4647 2.8104
H 2.2327 -3.8221 4.4477
H 4.1035 -1.4522 4.7859
H 2.9216 -1.8380 6.0312
H 2.9942 -0.2037 5.3741
H -0.1693 -1.7991 4.0682
H 0.5094 -0.7830 5.3507
H 0.6096 -2.5371 5.4669
H 2.0129 3.6499 4.5621
H 1.2176 5.9887 4.8054
H -0.6251 6.8305 3.3983
H -1.7126 5.3885 1.7297
H -3.1524 4.7093 -2.9874
H -3.7732 4.4883 -1.3387
H -4.7145 3.9355 -2.7278
H -3.7740 2.0445 -4.2328
H -2.3391 1.1494 -3.6895
H -2.1781 2.8071 -4.2882
H -4.5596 2.1520 -0.7648
H -3.5024 0.7891 -1.1668
H -4.7590 1.3021 -2.3011
C -3.4064 -1.2592 4.5405
Si -2.7649 0.0946 3.4411
C -4.1906 1.1690 2.8869
C -1.6926 1.1932 4.4746
N -1.8871 -0.7096 2.1178
C -2.5567 -1.8709 1.5893
C -3.8580 -1.8664 1.0807
C -4.4795 -3.0387 0.6729
C -3.8169 -4.2588 0.7581
C -2.5207 -4.2954 1.2559
C -1.9417 -3.1101 1.6406
F -0.6819 -3.1324 2.1384
H -4.1545 -0.8461 5.2278
H -2.5993 -1.6928 5.1424
H -3.8818 -2.0700 3.9799
H -5.0322 1.0039 3.5705
H -4.5550 0.9889 1.8706
H -3.9041 2.2248 2.9562
H -2.2563 1.3777 5.4013
H -1.5093 2.1642 4.0011
H -0.7316 0.7514 4.7563
H -4.3892 -0.9233 1.0153
H -5.4934 -2.9964 0.2882
H -4.3081 -5.1768 0.4561
H -1.9662 -5.2212 1.3593
N 0.2720 -1.0102 -0.2991
P 0.6300 -1.5767 -1.7494
N 1.4754 -0.6082 -2.7553
C 2.9548 -0.6230 -2.8656
C 3.4827 0.7948 -3.0279
C 2.9576 1.4309 -4.3252
C 1.5039 0.9923 -4.6096
C 0.8059 0.5894 -3.3214
N 1.6365 -2.8755 -1.5919
C 1.4570 -3.7741 -0.4348
C 2.5453 -4.8622 -0.4257
C 3.7828 -4.4109 -1.1991
C 3.4273 -4.1635 -2.6732
C 1.9940 -3.6302 -2.8064
N -0.7534 -1.8843 -2.5700
C -2.0007 -2.2161 -1.8304
C -2.9229 -3.0591 -2.6972
C -3.2696 -2.3401 -4.0024
C -2.0077 -1.7633 -4.6891
C -0.7326 -2.2317 -4.0046
H 3.2575 -1.2136 -3.7409
H 3.3873 -1.1048 -1.9938
H 4.5731 0.7669 -3.0280
H 3.1761 1.3913 -2.1644
H 3.5991 1.1441 -5.1593
H 3.0130 2.5178 -4.2450
H 1.4873 0.1420 -5.2995
H 0.9424 1.7966 -5.0879
H -0.2452 0.3625 -3.4902
H 0.8336 1.4179 -2.6124
H 0.4657 -4.2440 -0.4589
H 1.5124 -3.1799 0.4663
H 2.1598 -5.7817 -0.8744
H 2.7995 -5.1023 0.6084
H 4.5713 -5.1610 -1.1226
H 4.1711 -3.4907 -0.7535
H 3.5087 -5.0903 -3.2456
H 4.1324 -3.4534 -3.1103
H 1.2865 -4.4585 -2.9365
H 1.9032 -2.9933 -3.6835
H -2.5127 -1.2921 -1.5460
H -1.7711 -2.7503 -0.9157
H -3.8275 -3.2654 -2.1260
H -2.4548 -4.0272 -2.9032
H -3.9674 -1.5315 -3.7761
H -3.7917 -3.0230 -4.6734
H -2.0316 -0.6708 -4.6794
H -1.9608 -2.0667 -5.7363
H 0.1329 -1.7615 -4.4664
H -0.6224 -3.3123 -4.1415
*
```

For the orbital gap (alpha / beta), the calculation gives 7.71 / 8.05 eV. As for the expectation value of S²: 0.765.


We obtain calculated total energy values of -116966.38014, -69013.45729, -126446.15769 eV for the records listed above, in that order.
We obtain F_max values of 5.84, 5.55, 1.03 eV/Å for the records listed above, in that order.